C37H44CsF6N5O8S3Si | ωB97M-V/def2-TZVPD

Computed properties:
ΔE to the lowest compared entry with this formula, charge and spin = 3.703 eV
HOMO energy = -0.8 eV
Largest force on an atom = 2.51 eV/A
Energy = -120155.2348 eV
Orbital gap = 4.193 eV
Charge = -2

Structure (XYZ):
```
105
C37H44CsF6N5O8S3Si ωB97M-V/def2-TZVPD
Cs 0.6051 0.2138 0.7931
F -2.4008 2.1186 5.4159
C -1.5439 1.1024 5.2829
F -2.2415 -0.0311 5.2130
F -0.8119 1.0483 6.4109
S -0.4062 1.3237 3.7979
O -0.3492 0.0125 3.2010
O 0.7772 1.8821 4.3734
N -1.1328 2.3700 2.8651
S -2.2697 1.7336 1.9333
O -1.7610 1.0199 0.7971
O -3.3472 1.1435 2.6822
C -2.9794 3.2963 1.2459
F -4.0143 2.9643 0.4551
F -2.1092 3.9899 0.5323
F -3.4573 4.0839 2.2198
C 0.2694 0.1172 -4.9560
C 0.6730 1.3421 -5.4679
C 0.9507 2.3768 -4.5993
C 0.8282 2.1940 -3.2087
N 0.4368 1.0032 -2.7359
C 0.1714 0.0174 -3.5758
C 1.1197 3.2814 -2.2226
C 1.5442 4.5330 -2.6969
C 1.8348 5.5548 -1.8111
C 1.6883 5.3256 -0.4451
C 1.2564 4.0848 -0.0025
C 0.9596 2.9980 -0.8513
H 0.0415 -0.7256 -5.5952
H 0.7710 1.4894 -6.5386
H 1.2657 3.3293 -4.9983
H -0.1404 -0.9155 -3.1134
H 1.6585 4.7402 -3.7548
H 2.1698 6.5194 -2.1799
H 1.9140 6.1233 0.2587
H 1.1349 3.9526 1.0729
N -3.2515 -4.3433 0.1821
C -4.6125 -4.0414 0.0335
C -5.5317 -5.0483 -0.2185
C -6.8874 -4.7557 -0.3189
C -7.3211 -3.4467 -0.1976
C -6.3951 -2.4322 0.0176
C -5.0457 -2.7181 0.1530
S -3.8754 -1.4328 0.4669
N -2.4316 -2.1279 -0.0351
C -2.2653 -3.3857 -0.0912
C -0.9041 -3.9104 -0.4209
C -0.5545 -5.2525 -0.2761
C 0.7526 -5.6286 -0.5559
C 1.6617 -4.6668 -0.9572
C 1.2191 -3.3500 -1.0736
N -0.0283 -2.9903 -0.8267
H -3.0129 -5.2954 -0.0386
H -5.1848 -6.0702 -0.3221
H -7.5955 -5.5551 -0.4961
H -8.3733 -3.2078 -0.2783
H -6.7204 -1.4035 0.0978
H -1.2505 -5.9997 0.0830
H 1.0559 -6.6616 -0.4331
H 2.6984 -4.9038 -1.1477
H 1.9054 -2.5505 -1.3258
C 4.7993 1.9628 0.0870
C 5.7910 0.9772 0.7025
C 5.6202 0.9297 2.2183
C 7.2214 1.3815 0.3469
O 5.6077 -0.3172 0.1459
Si 4.2801 -1.2992 0.3663
O 2.8903 -0.5951 0.3193
O 4.5317 -2.4880 -0.8019
C 4.8991 -2.2392 -2.1547
C 6.4229 -2.1352 -2.2472
C 4.4302 -3.4432 -2.9714
C 4.2459 -0.9669 -2.6964
O 4.6303 -2.0595 1.8103
C 4.1115 -3.2392 2.3755
C 4.5611 -3.2431 3.8362
C 2.5823 -3.2432 2.3041
C 4.6839 -4.4588 1.6522
H 4.8870 2.9474 0.5510
H 3.7796 1.6031 0.2054
H 4.9841 2.0678 -0.9844
H 5.8086 1.9155 2.6504
H 6.3109 0.2064 2.6537
H 4.6063 0.6246 2.4763
H 7.4527 2.3748 0.7370
H 7.3413 1.3951 -0.7369
H 7.9286 0.6627 0.7640
H 6.8801 -3.1054 -2.0432
H 6.7784 -1.4174 -1.5139
H 6.7251 -1.8074 -3.2458
H 4.8030 -4.3632 -2.5171
H 4.8076 -3.3812 -3.9944
H 3.3423 -3.4853 -3.0136
H 4.6865 -0.0840 -2.2402
H 3.1824 -0.9459 -2.4650
H 4.3770 -0.9066 -3.7801
H 4.1363 -2.3847 4.3555
H 5.6483 -3.1710 3.8853
H 4.2431 -4.1571 4.3423
H 2.1798 -2.3774 2.8279
H 2.1739 -4.1537 2.7516
H 2.2522 -3.1817 1.2668
H 5.7737 -4.4376 1.7040
H 4.3986 -4.4355 0.6026
H 4.3239 -5.3842 2.1093
```

Mulliken atomic charge list, values in e, 8 entries: number 1, Cs, carries 1.638; number 2, F, carries -0.223; number 3, C, carries 0.424; number 4, F, carries -0.207; number 5, F, carries -0.249; number 6, S, carries 1.019; number 7, O, carries -0.604; number 8, O, carries -0.750